(1)
C27H33OSi | ωB97M-V/def2-TZVPD

## Properties
E_HOMO = -11.7 eV
Charge = +1
HOMO-LUMO gap = 6.049 eV
ΔE to the lowest compared entry with this formula, charge and spin = 0.0 kJ/mol
Maximum force = 0.0336 hartree/bohr

```
62
C27H33OSi | the OMol25 dataset | ωB97M-V/def2-TZVPD
C 4.500 -0.041 2.215
C 3.672 -0.157 0.928
C 2.647 0.972 0.818
C 4.623 -0.096 -0.272
C 2.962 -1.533 1.005
Si 1.636 -2.051 -0.253
C 2.531 -2.308 -1.879
C 0.971 -3.700 0.333
H 0.491 -1.004 -0.388
H 5.231 -0.861 2.260
H 5.049 0.910 2.271
H 3.857 -0.121 3.101
H 2.075 0.893 -0.117
H 1.927 0.949 1.647
H 3.130 1.962 0.818
H 4.089 -0.208 -1.223
H 5.152 0.868 -0.295
H 5.376 -0.893 -0.209
H 3.746 -2.314 0.994
H 2.459 -1.613 1.986
H 3.507 -2.793 -1.720
H 1.937 -2.957 -2.538
H 2.694 -1.353 -2.394
H 1.786 -4.422 0.487
H 0.426 -3.594 1.279
H 0.284 -4.120 -0.412
C -6.112 -2.116 2.725
O -5.268 -2.548 1.646
C -4.245 -1.745 1.258
C -3.471 -2.228 0.176
C -2.459 -1.463 -0.356
C -2.194 -0.167 0.150
C -1.234 0.703 -0.480
C -0.624 1.857 0.156
C -0.198 2.767 -0.871
C 0.167 4.076 -0.574
C 0.199 4.461 0.770
C -0.096 3.538 1.787
C -0.489 2.229 1.494
C -0.496 2.169 -2.156
C -1.121 0.894 -1.919
C -1.712 0.223 -2.991
C -1.673 0.811 -4.260
C -1.106 2.083 -4.464
C -0.527 2.787 -3.403
C -2.934 0.285 1.271
C -3.950 -0.478 1.821
H -6.788 -2.959 2.853
H -5.526 -1.944 3.638
H -6.670 -1.209 2.452
H -3.732 -3.200 -0.223
H -1.833 -1.873 -1.151
H 0.392 4.760 -1.397
H 0.465 5.485 1.026
H -0.035 3.851 2.828
H -0.672 1.490 2.275
H -2.193 -0.735 -2.820
H -2.115 0.281 -5.104
H -1.122 2.535 -5.455
H -0.116 3.797 -3.502
H -2.728 1.267 1.699
H -4.538 -0.095 2.658
```

---

(2)
C46H46FN5O6SSr | ωB97M-V/def2-TZVPD

## Properties
E_HOMO = -5.5 eV
HOMO-LUMO gap = 3.544 eV
ΔE to the lowest compared entry with this formula, charge and spin = 190.8 kJ/mol
Maximum force = 0.0109 hartree/bohr

```
106
C46H46FN5O6SSr | the OMol25 dataset | ωB97M-V/def2-TZVPD
Sr 0.735 0.574 0.021
O -1.107 1.233 -1.272
C -2.267 0.749 -1.568
C -3.133 1.409 -2.476
C -4.402 0.939 -2.737
C -4.894 -0.214 -2.126
C -4.065 -0.906 -1.261
C -2.772 -0.466 -0.988
C -1.883 -1.293 -0.179
N -2.197 -2.263 0.577
C -1.163 -2.993 1.298
C 0.328 -2.567 1.277
N 0.551 -1.248 1.868
C 0.456 -1.104 3.129
C 0.505 0.130 3.907
C 0.389 -0.047 5.294
C 0.348 1.005 6.184
C 0.398 2.302 5.669
C 0.510 2.527 4.318
C 0.594 1.467 3.369
O 0.733 1.728 2.124
H -2.764 2.310 -2.950
H -5.032 1.484 -3.433
H -5.894 -0.569 -2.338
H -4.399 -1.823 -0.789
H -0.830 -1.070 -0.315
H -1.205 -4.029 0.946
H -1.481 -3.019 2.346
H 0.702 -2.563 0.251
H 0.882 -3.326 1.841
H 0.319 -1.996 3.761
H 0.316 -1.062 5.673
H 0.249 0.828 7.247
H 0.333 3.152 6.341
H 0.527 3.535 3.920
C 8.291 0.536 0.001
C 7.713 1.611 -0.908
N 6.274 1.782 -0.738
C 5.434 0.970 -1.457
C 4.084 0.977 -1.388
C 3.303 -0.179 -2.051
O 3.672 -0.556 -3.159
O 2.419 -0.666 -1.289
C 3.470 2.025 -0.610
O 2.283 2.355 -0.667
C 4.358 2.723 0.330
C 3.769 3.473 1.348
C 4.567 4.106 2.257
F 3.996 4.861 3.224
C 5.960 3.995 2.210
C 6.542 3.237 1.208
C 5.750 2.590 0.248
N 6.824 4.593 3.180
C 6.303 4.919 4.502
C 7.505 5.283 5.395
N 8.730 4.717 4.742
C 9.046 5.484 3.487
C 7.723 5.636 2.713
H 9.362 0.426 -0.174
H 7.815 -0.425 -0.193
H 8.135 0.774 1.054
H 7.884 1.359 -1.954
H 8.195 2.576 -0.747
H 5.925 0.266 -2.119
H 2.686 3.519 1.410
H 7.615 3.103 1.223
H 5.782 4.049 4.898
H 5.605 5.759 4.507
H 7.420 4.875 6.399
H 7.666 6.357 5.462
H 8.492 3.766 4.442
H 9.528 4.682 5.373
H 9.788 4.904 2.941
H 9.479 6.436 3.787
H 7.909 5.522 1.649
H 7.298 6.637 2.867
O -0.704 -1.892 -2.677
S 0.172 -2.578 -3.659
C -0.818 -3.976 -4.301
C -1.407 -4.862 -3.248
C -1.080 -6.216 -3.207
C -1.612 -7.043 -2.228
C -2.475 -6.521 -1.274
C -2.810 -5.174 -1.313
C -2.287 -4.347 -2.296
C 1.371 -3.499 -2.653
C 2.332 -4.280 -3.496
C 3.224 -3.612 -4.335
C 4.094 -4.333 -5.139
C 4.091 -5.720 -5.112
C 3.215 -6.390 -4.269
C 2.339 -5.672 -3.468
H -0.182 -4.529 -4.995
H -1.594 -3.466 -4.876
H -0.404 -6.623 -3.950
H -1.352 -8.094 -2.212
H -2.890 -7.163 -0.507
H -3.479 -4.749 -0.575
H -2.545 -3.296 -2.316
H 0.806 -4.131 -1.965
H 1.863 -2.696 -2.099
H 3.246 -2.528 -4.322
H 4.783 -3.805 -5.787
H 4.774 -6.278 -5.741
H 3.213 -7.473 -4.235
H 1.652 -6.190 -2.809
```

---

(3)
C2H3NO3 | ωB97M-V/def2-TZVPD

## Properties
⟨S²⟩ = 2.01
E_HOMO (alpha / beta) = -5.9 / -10.7 eV
HOMO-LUMO gap (alpha / beta) = 5.789 / 8.431 eV
ΔE to the lowest compared entry with this formula, charge and spin = 425.4 kJ/mol
Maximum force = 0.0889 hartree/bohr
Spin multiplicity = 3

```
9
C2H3NO3 | the OMol25 dataset | ωB97M-V/def2-TZVPD
C 0.171 0.873 0.052
C 1.308 0.004 0.005
N -1.585 -0.547 -0.004
O -0.393 1.879 0.067
O -1.823 -1.770 0.024
O -2.428 0.323 -0.096
H 1.250 -0.701 0.835
H 2.267 0.529 0.027
H 1.233 -0.590 -0.910
```

---

(4)
C2H9N2O | ωB97M-V/def2-TZVPD

## Properties
⟨S²⟩ = 0.76
E_HOMO (alpha / beta) = -22.2 / -22.1 eV
Charge = +2
HOMO-LUMO gap (alpha / beta) = 11.885 / 7.640 eV
ΔE to the lowest compared entry with this formula, charge and spin = 199.3 kJ/mol
Maximum force = 0.0605 hartree/bohr
Spin multiplicity = 2

```
14
C2H9N2O | the OMol25 dataset | ωB97M-V/def2-TZVPD
C -0.589 1.523 0.616
N -0.314 0.608 -0.373
C -1.397 -0.400 -0.723
O -1.338 1.276 1.556
H -0.028 2.485 0.566
H 0.071 1.036 -1.218
H -1.564 -1.044 0.139
H -1.000 -1.019 -1.520
H -2.303 0.123 -1.009
N 1.696 -0.942 0.405
H 1.872 -1.012 1.407
H 0.822 -0.228 0.118
H 2.551 -0.534 0.016
H 1.521 -1.872 0.020
```